[1]
Computed, not measured: a molecular structure, C32H38BrN3OOsSb, with ωB97M-V with the def2-TZVPD basis set.

As for the charge: +3. Its orbital gap (spin up / spin down) is 7.32 / 5.65 eV. Its spin multiplicity is 5. As for the expectation value of S²: 6.0763.

XYZ file:
```
77
C32H38BrN3OOsSb, DFT ωB97M-V with the def2-TZVPD basis set
Os 1.52 0.77 0.70
C -1.18 -1.23 1.81
C 0.01 -1.97 1.44
C 0.10 -3.32 1.65
C 1.31 -3.99 1.52
C 2.44 -3.31 1.12
C 2.25 -1.95 0.75
N 1.11 -1.28 0.99
Sb 3.78 -0.48 0.27
C 3.41 0.22 2.36
C 4.17 -0.20 3.44
C 3.66 -0.15 4.75
C 2.41 0.49 4.93
C 1.74 1.09 3.81
C 0.55 1.98 4.10
N 2.23 0.89 2.55
C 3.82 1.81 0.00
C 4.73 2.67 -0.56
C 4.47 4.06 -0.57
C 3.23 4.54 -0.14
C 2.24 3.67 0.22
C 0.92 4.07 0.76
N 2.62 2.38 0.34
H -2.03 -1.88 1.90
H -1.39 -0.38 1.18
H -1.00 -0.91 2.89
H -0.86 -3.86 1.83
H 1.26 -5.08 1.65
H 3.43 -3.75 1.04
H 5.13 -0.66 3.16
H 4.21 -0.58 5.57
H 2.16 0.82 5.97
H 0.75 2.85 3.47
H 0.68 2.27 5.11
H -0.44 1.56 3.90
H 5.61 2.28 -1.06
H 5.23 4.79 -0.98
H 2.96 5.61 -0.11
H 0.43 4.87 0.14
H 1.07 4.57 1.72
H 0.18 3.27 0.91
C -3.89 -3.24 -3.13
C -2.69 -3.28 -2.11
C -1.89 -4.59 -2.17
C -3.40 -3.30 -0.71
C -1.83 -1.98 -2.22
C -0.44 -1.98 -2.49
C 0.33 -0.84 -2.40
Br 2.11 -0.91 -2.95
C -0.16 0.29 -1.74
O 0.61 1.15 -1.11
C -1.56 0.45 -1.90
C -2.34 -0.72 -2.06
C -2.17 1.80 -2.00
C -3.23 1.85 -3.16
C -2.91 2.10 -0.63
C -1.21 2.95 -2.47
H -4.48 -4.15 -3.04
H -3.57 -3.12 -4.16
H -4.46 -2.35 -2.87
H -2.62 -5.39 -2.06
H -1.14 -4.69 -1.33
H -1.31 -4.73 -3.06
H -4.12 -4.14 -0.61
H -3.95 -2.43 -0.40
H -2.59 -3.40 0.09
H 0.10 -2.93 -2.75
H -3.43 -0.73 -1.81
H -4.09 1.23 -2.92
H -2.81 1.52 -4.14
H -3.58 2.89 -3.29
H -3.68 1.31 -0.42
H -3.49 3.10 -0.67
H -2.15 2.15 0.12
H -0.74 2.57 -3.42
H -0.36 3.04 -1.78
H -1.74 3.89 -2.74
```

List of Löwdin charges in e, atom by atom: 1.429, -0.012, -0.309, 0.006, 0.006, -0.031, -0.433, -0.125, 1.493, -0.407, -0.057, 0.035, 0.049, -0.240, 0.012, -0.139, -0.347, -0.045, 0.036, 0.023, -0.290, -0.018, -0.168, 0.086, 0.065, 0.129, 0.147, 0.149, 0.122, 0.123, 0.130, 0.149, 0.075, 0.083, 0.102, 0.125, 0.166, 0.157, 0.131, 0.103, 0.054, -0.003, -0.484, -0.050, -0.037, -0.087, -0.003, -0.600, 0.900, -0.353, -0.224, -0.057, 0.047, -0.500, -0.033, -0.004, -0.028, 0.101, 0.094, 0.078, 0.101, 0.095, 0.082, 0.117, 0.067, 0.078, 0.137, 0.146, 0.080, 0.114, 0.102, 0.101, 0.136, 0.047, 0.116, 0.049, 0.110

[2]
Computed, not measured: 2 unconnected molecules or ions with the total composition H2, with ωB97M-V with the def2-TZVPD basis set.

Its orbital gap is 6.38 eV. Its spin multiplicity is 1.

XYZ file:
```
2
H2, DFT ωB97M-V with the def2-TZVPD basis set
H 0.00 0.00 1.26
H 0.00 0.00 -1.26
```

List of Löwdin charges in e, atom by atom: 0.000, 0.000

[3]
Computed, not measured: 2 unconnected molecules or ions with the total composition C7H7FN2O, with ωB97M-V with the def2-TZVPD basis set.

Its orbital gap is 9.60 eV. Its spin multiplicity is 1.

XYZ file:
```
18
C7H7FN2O, DFT ωB97M-V with the def2-TZVPD basis set
C -0.26 1.89 0.95
C -0.39 2.36 -0.36
C 0.36 0.63 0.84
C -2.33 -0.43 1.23
C 1.85 -2.03 -0.68
C 1.35 -1.47 -2.02
C 1.11 -0.71 -0.99
N 0.19 1.47 -1.20
N 0.60 0.45 -0.48
O -2.28 -0.30 0.06
F -3.02 -1.48 1.83
H -0.76 2.34 1.80
H -0.67 3.29 -0.85
H 0.70 -0.18 1.49
H 1.22 -2.75 -0.11
H 2.83 -1.84 -0.37
H -2.06 0.29 1.99
H 1.57 -1.52 -3.12
```

List of natural (NBO) charges in e, atom by atom: -0.345, -0.054, -0.048, 0.724, -0.411, -0.207, 0.183, -0.236, -0.184, -0.497, -0.357, 0.228, 0.227, 0.230, 0.192, 0.187, 0.129, 0.240

It is found that the ΔE to the lowest compared entry with this formula, charge and spin values, taken in the order of the records, are 1.417 6.321 2.419 eV.
It is found that the maximum force values, taken in the order of the records, are 3.282 2.026 3.302 eV/A.